# 1
Entry from OMol25: a molecular structure, C6H9MgO5Ru (wB97M-V/def2-TZVPD).

Results
Kohn-Sham gap (spin up / spin down): 6.9 / 5.9 eV
Spin multiplicity: 7
Net charge: +1
E_HOMO (spin up / spin down): -11.0 / -12.3 eV
Calculated total energy: -24618.7977 eV
Largest force on an atom: 6.32 eV/A

The geometry in XYZ format:
```
22
Properties=species:S:1:pos:R:3:nbo_charge:R:1
O 2.57142 1.22392 0.45742 -0.75
C 2.86711 -0.10090 0.36879 0.15
C 2.44097 -0.72568 -0.81847 0.22
O 1.36460 -0.15391 -1.47873 -0.96
Mg 0.80548 1.42405 -0.33672 1.82
H 3.84978 -0.40846 0.75677 0.22
H 3.18920 -1.14392 -1.50177 0.24
O -1.01492 -1.75972 -0.56060 -0.79
C -0.20843 -1.87947 0.53793 -0.04
C -0.24443 -0.82297 1.58641 -0.09
O -0.48886 0.49120 1.07180 -0.67
C -1.84726 0.89905 0.81822 -0.18
C -1.80825 1.78638 -0.37706 0.07
O -0.99739 1.39059 -1.37279 -0.95
Ru -0.48948 -0.48588 -1.86754 1.35
H -0.28253 -2.86328 1.03922 0.22
H -0.99555 -1.01834 2.36025 0.22
H -2.26323 1.40591 1.70116 0.22
H -2.42550 -0.02360 0.63055 0.21
H -2.62549 2.48180 -0.58994 0.20
H 1.05363 -0.72866 1.87547 0.20
H 1.08099 -1.78736 0.11567 0.08
```

# 2
Entry from OMol25: a single C20H22N4O4 molecule (wB97M-V/def2-TZVPD).

Results
Structure (SMILES): CC(=O)c1ccc(OCc2cc(C(=O)NCCn3nc(C)cc3C)no2)cc1
Kohn-Sham gap: 9.3 eV
E_HOMO: -9.0 eV
Calculated total energy: -35246.4442 eV
Largest force on an atom: 1.11 eV/A

The geometry in XYZ format:
```
50
Properties=species:S:1:pos:R:3:nbo_charge:R:1
C 3.26951 -3.95614 8.12882 -0.72
C 2.13287 -2.98119 7.93806 0.58
O 1.54329 -2.50266 8.88245 -0.54
C 1.77068 -2.63094 6.54368 -0.21
C 0.74744 -1.70451 6.34885 -0.11
C 0.35269 -1.31581 5.08450 -0.34
C 0.98668 -1.85951 3.97128 0.40
O 0.69686 -1.55571 2.67755 -0.50
C -0.30229 -0.59699 2.41305 -0.12
C -0.37935 -0.42281 0.93465 0.30
C -0.31496 -1.31159 -0.10043 -0.31
C -0.43845 -0.49152 -1.24897 0.05
C -0.46624 -0.91671 -2.67414 0.65
O -0.69505 -2.05997 -3.01121 -0.60
N -0.20120 0.09589 -3.52407 -0.60
C -0.32872 -0.03331 -4.95327 -0.24
C -1.59087 0.67940 -5.46610 -0.22
N -1.50754 2.09489 -5.24316 -0.18
N -0.77142 2.83784 -6.07766 -0.30
C -0.81437 4.07515 -5.61834 0.15
C -0.10856 5.19153 -6.30121 -0.64
C -1.59680 4.12955 -4.45061 -0.35
C -2.02445 2.83773 -4.23221 0.17
C -2.87880 2.28830 -3.14724 -0.66
N -0.57560 0.76657 -0.89846 -0.13
O -0.53597 0.81873 0.44725 -0.25
C 2.00944 -2.79420 4.15434 -0.27
C 2.39653 -3.17357 5.41901 -0.16
H 4.17744 -3.56785 7.67289 0.23
H 3.02562 -4.90996 7.66632 0.23
H 3.43624 -4.10590 9.19241 0.24
H 0.26438 -1.28947 7.22087 0.24
H -0.44262 -0.59469 4.98006 0.22
H -1.27629 -0.93923 2.79670 0.20
H -0.06070 0.37191 2.87082 0.21
H -0.19120 -2.37169 -0.06887 0.26
H -0.08100 1.02137 -3.13958 0.42
H 0.54709 0.40299 -5.44073 0.22
H -0.38716 -1.10021 -5.17738 0.24
H -2.47317 0.28122 -4.96185 0.21
H -1.67614 0.51255 -6.54255 0.23
H 0.41137 4.81099 -7.17559 0.23
H 0.61208 5.65334 -5.62739 0.22
H -0.81958 5.95585 -6.61201 0.22
H -1.81781 4.99309 -3.85704 0.22
H -3.64726 1.62749 -3.54693 0.22
H -2.28593 1.73097 -2.42037 0.24
H -3.36571 3.10967 -2.62816 0.23
H 2.48504 -3.20483 3.27781 0.23
H 3.18999 -3.89605 5.52419 0.22
```